A molecular structure, C45H51BaBr2N3O3. Source: the OMol25 dataset; level of theory: wB97M-V/def2-TZVPD.

Results
HOMO level ... -0.50 eV
Net charge ... -2
Gap between HOMO and LUMO ... 0.1494 Eh
Energy relative to the best compared isomer or geometry (same formula, charge and spin) ... 11.5 kJ/mol

```
105
Properties=species:S:1:pos:R:3:forces:R:3
Ba -0.583290 0.051757 0.524499 -0.3783 0.0456 0.4373
C -6.423470 -1.904740 -1.056338 -0.0565 -0.0002 -0.0148
C -5.105703 -2.231897 -1.759033 0.0362 -0.0342 0.1474
C -5.296650 -3.399203 -2.729371 -0.0339 -0.0453 -0.0559
C -4.489255 -1.035964 -2.466506 -0.0536 0.0151 -0.0256
C -5.183105 -0.510412 -3.551297 -0.1270 -0.1053 0.0583
C -4.627808 0.410344 -4.414746 0.0453 0.0881 -0.0943
C -3.295848 0.767699 -4.207317 -0.0374 0.0109 -0.0531
C -2.563554 0.302948 -3.136687 -0.0876 -0.0985 0.1031
C -1.087121 0.665871 -3.075656 0.0257 -0.1064 0.0747
C -0.300435 -0.216183 -4.049404 0.0299 0.0136 -0.0355
C -0.807874 2.148078 -3.316378 0.0096 0.0585 -0.0390
C -3.180711 -0.558547 -2.155699 0.3174 0.2332 -0.2275
N -2.474886 -0.875117 -1.046296 -0.2066 -0.3290 0.5626
C -3.188262 -1.118777 0.139464 0.2617 -0.1485 -0.1487
C -2.740980 -1.740735 1.271789 0.0683 -0.0407 -0.4011
N -1.472234 -2.282293 1.500378 -0.4441 0.1149 -0.2651
C -1.353735 -3.168532 2.509395 0.5392 0.0646 0.1560
C -0.077801 -3.235292 3.196841 -0.3160 -0.0155 -0.0820
C 0.018423 -3.901442 4.397310 0.1006 0.0312 0.0201
C -1.058461 -4.590652 4.952758 0.0164 -0.0530 0.1296
C -2.205735 -4.704078 4.193255 -0.0612 -0.1116 -0.0272
C -2.366608 -4.080580 2.959088 -0.0102 0.1617 -0.1527
C -3.502632 -4.631934 2.089436 -0.0075 -0.1470 0.1250
C -4.858791 -3.912452 2.077297 -0.0154 0.0540 -0.0232
C -3.053602 -4.976537 0.667859 -0.0445 0.0179 -0.0359
C 1.168317 -2.637160 2.569260 0.0575 -0.1685 -0.2247
C 2.152511 -2.010840 3.551104 0.0430 -0.0525 0.0992
C 1.870816 -3.703467 1.714887 -0.0215 0.0608 -0.0052
H -6.828070 -2.784996 -0.549509 0.0118 -0.0353 0.0272
H -7.177483 -1.558506 -1.768853 0.0052 0.0125 -0.0466
H -6.288546 -1.116353 -0.315383 0.0218 0.0110 0.0331
H -4.406321 -2.573354 -0.995897 -0.0185 0.0132 -0.0603
H -6.047086 -3.173439 -3.491921 -0.0233 0.0255 -0.0052
H -5.621402 -4.294941 -2.192891 -0.0130 -0.0334 0.0177
H -4.363740 -3.627162 -3.245891 0.0441 -0.0080 0.0165
H -6.190364 -0.873943 -3.738639 -0.0149 0.0184 -0.0273
H -5.190301 0.809989 -5.250347 0.0001 0.0010 0.0006
H -2.815768 1.436988 -4.912585 -0.0092 0.0206 -0.0479
H -0.672102 0.439334 -2.094238 -0.2855 -0.0819 -0.0546
H -0.621490 -0.034541 -5.079229 -0.0075 0.0279 -0.0126
H -0.468401 -1.270185 -3.826262 -0.0166 -0.0209 0.0254
H 0.771900 -0.024989 -3.974086 0.0481 0.0168 0.0039
H -1.063238 2.455487 -4.333343 -0.0117 -0.0144 -0.0182
H 0.253974 2.359363 -3.170744 0.0374 -0.0172 0.0134
H -1.377717 2.767241 -2.622699 -0.0227 0.0038 0.0302
H -4.172559 -0.650559 0.212918 0.0055 -0.0319 0.0674
H -3.407081 -1.679835 2.133111 -0.0348 -0.0541 0.0295
H 0.964759 -3.890558 4.926924 0.0215 -0.0196 0.0304
H -0.966814 -5.087814 5.911123 -0.0119 0.0022 0.0049
H -3.008715 -5.355484 4.531416 0.0161 -0.0126 0.0536
H -3.709949 -5.601663 2.563283 -0.0076 0.0657 -0.0320
H -4.882706 -3.087336 1.368218 0.0269 0.0155 -0.0044
H -5.114814 -3.521271 3.063837 0.0305 -0.0195 0.0384
H -5.635285 -4.625324 1.784785 -0.0605 -0.0137 -0.0263
H -2.808431 -4.092621 0.083611 0.0214 0.1512 0.0090
H -3.852318 -5.517139 0.148860 -0.0032 0.0109 -0.0085
H -2.168864 -5.615113 0.688500 0.0375 -0.0132 0.0233
H 0.882948 -1.865911 1.857528 -0.2225 0.0947 0.1044
H 2.623153 -2.769289 4.182121 0.0022 -0.0063 0.0249
H 1.660793 -1.289407 4.204018 -0.0384 0.0471 0.0125
H 2.956318 -1.500080 3.014776 -0.0076 0.0174 -0.0511
H 2.203029 -4.538482 2.337208 0.0195 -0.0010 0.0394
H 2.737051 -3.278454 1.200696 0.0506 -0.0020 -0.0201
H 1.186564 -4.093039 0.960627 -0.0305 -0.0031 -0.0136
Br 3.096996 -2.243165 -2.376521 -0.0967 -0.0625 -0.1091
C 3.712449 -1.128506 -0.986856 0.1877 0.1233 0.1790
C 5.064223 -1.172589 -0.633744 0.2309 -0.1285 -0.0471
C 5.580205 -0.405840 0.375372 -0.4490 0.0956 -0.0548
Br 7.427209 -0.527235 0.791200 0.1742 -0.0359 0.0100
C 4.731127 0.468216 1.108702 0.4430 -0.0161 0.1227
C 5.150292 1.278771 2.191388 -0.0780 -0.0139 -0.0312
C 4.236968 2.059088 2.846659 0.0042 -0.1408 -0.1847
C 2.896643 2.031241 2.412584 0.0835 0.0442 0.0741
N 2.480504 1.303833 1.408878 0.0139 -0.1382 0.0183
C 3.373015 0.521023 0.749954 -0.3043 0.0263 0.0544
C 2.804469 -0.291044 -0.334924 -0.0996 0.4802 0.3820
O 1.573840 -0.168460 -0.571986 0.7870 -0.5158 -0.9657
H 5.711368 -1.844027 -1.184237 0.0256 0.0201 0.0342
H 6.191975 1.252752 2.484310 -0.0250 0.0487 0.0506
H 4.510645 2.685483 3.685026 0.0755 -0.0175 0.0071
H 2.154237 2.632669 2.928188 -0.0672 -0.0207 -0.0426
C -5.816489 5.940832 4.447488 -0.1371 0.1787 0.0848
C -4.862414 4.969942 3.814687 0.1393 -0.0367 -0.0168
C -3.495504 5.213575 3.810158 0.0079 -0.0213 0.0051
C -2.598154 4.329687 3.214675 -0.1345 -0.0016 0.0182
C -1.123146 4.603688 3.232562 0.1421 0.0554 0.0193
C -3.089143 3.183328 2.603161 -0.0373 -0.0463 0.0573
C -4.457611 2.914286 2.595233 0.0453 0.0331 -0.0123
C -4.957542 1.668735 1.928103 -0.1026 -0.1141 -0.0770
C -5.324885 3.809919 3.204755 -0.0364 -0.0368 -0.0095
C -2.141575 2.211351 1.929191 -0.2953 0.4863 0.0672
O -2.030764 2.323267 0.688217 0.0584 0.1821 -0.3733
O -1.548887 1.382658 2.648036 0.2565 -0.1056 0.5361
H -5.279601 6.721473 4.988754 0.0152 -0.0022 -0.0002
H -6.491565 5.453893 5.155125 0.0225 -0.0543 -0.0179
H -6.441129 6.434440 3.698103 0.0022 -0.0141 -0.0174
H -3.106742 6.109164 4.285898 -0.0335 0.0334 0.0196
H -0.904100 5.503681 3.808812 0.0313 0.0099 -0.0013
H -0.731984 4.736231 2.221230 -0.0332 -0.0114 -0.0170
H -0.585998 3.762363 3.671969 0.0135 -0.0237 0.0172
H -4.524641 0.777119 2.387520 0.0089 0.0083 0.0115
H -4.657869 1.644404 0.878616 -0.0074 0.0327 0.0091
H -6.044471 1.600014 1.985981 -0.0154 -0.0155 0.0016
H -6.388523 3.589916 3.197145 -0.0258 0.0342 0.0193
```
Positions in Å, forces in eV/Å.

=====

9 unconnected molecules or ions with the total composition C16H48F6O16P. Source: the OMol25 dataset; level of theory: wB97M-V/def2-TZVPD.

Results
HOMO level ... -7.67 eV
Net charge ... -1
Gap between HOMO and LUMO ... 0.3669 Eh

```
87
Properties=species:S:1:pos:R:3:forces:R:3
P 11.884099 11.426131 11.819047 1.1235 -0.3172 0.1763
F 13.231981 10.887847 12.582399 -0.1199 0.2022 -0.4259
F 10.994701 10.388195 12.684771 0.2412 -0.4053 0.5246
F 11.721134 12.556972 13.028892 -0.0736 -0.5412 -1.1479
F 10.550319 11.831868 11.089510 -0.6449 1.0243 -0.5264
F 12.751961 12.485100 10.910024 -0.5687 -0.9516 0.8346
F 12.103072 10.216930 10.675597 0.1623 0.7852 0.5216
C 14.099454 9.213518 15.857673 1.4566 0.3523 0.9088
C 13.076721 9.805399 16.789514 0.4721 0.5279 -0.0268
O 12.005823 10.459376 16.199662 -0.8455 0.3126 -0.9385
O 13.579086 8.177447 15.057702 -0.7724 0.3361 0.1571
H 14.810762 8.767115 16.583258 0.1967 0.1496 -0.4525
H 14.646348 10.075118 15.375585 -0.6727 -1.0253 -0.2948
H 13.594782 10.536466 17.428872 0.0218 0.0215 -0.3285
H 12.761929 9.061161 17.478237 -0.6616 -1.1089 0.5828
H 11.639607 9.924305 15.468161 0.3114 0.1320 0.5566
H 14.033708 8.045486 14.222228 0.5051 0.2833 -0.0023
C 8.602869 15.417203 10.043049 0.9653 -1.2725 0.1457
C 9.948315 15.207963 9.340724 0.5648 0.6860 -0.3777
O 9.752178 15.047251 7.939429 0.0667 0.3091 0.2107
O 7.650740 14.518668 9.489361 -0.8215 -1.2557 0.1409
H 8.193082 16.375358 9.859496 -0.2419 1.1039 -0.3612
H 8.745243 15.321816 11.115905 -0.1536 -0.2441 0.2277
H 10.483824 14.321986 9.691906 -0.1150 0.0607 0.4540
H 10.603749 16.097562 9.459754 -0.3704 -0.5265 0.1835
H 8.933032 14.551831 7.927371 -0.4894 -0.2853 -0.4776
H 7.560421 13.626818 9.905752 0.6484 1.3509 -0.1011
C 8.851606 9.371392 7.599037 -1.0159 -1.5864 1.9988
C 10.061656 10.136997 7.133801 -0.3983 1.3760 1.2255
O 11.226420 9.705041 7.894511 -0.8343 -0.3158 -1.7859
O 9.165593 7.971085 7.763631 0.6074 0.5132 -0.0383
H 8.030551 9.305627 6.917740 -0.3491 0.7031 -0.9430
H 8.355365 9.708953 8.568968 1.0827 0.1021 -0.8968
H 9.894626 11.228827 7.306048 0.1668 -0.7188 -0.1308
H 10.140456 10.014711 6.064880 0.8258 -0.4025 -0.2610
H 11.374542 10.336876 8.588336 0.2582 0.3521 0.7814
H 10.101242 7.961059 8.024187 -0.2801 -0.1358 0.1162
C 12.713239 6.763435 6.767421 0.1860 -2.3511 0.1401
C 14.160030 6.648444 7.308409 0.8810 1.5510 -0.6695
O 14.358461 5.595045 8.233506 -1.5668 1.2853 0.6897
O 12.526827 7.866920 5.942193 -0.3761 1.2466 0.7473
H 12.022228 6.761868 7.619179 -0.0622 0.0647 0.0432
H 12.479330 5.794369 6.186315 0.3406 1.4506 0.7183
H 14.524118 7.700854 7.700029 -0.7459 -1.8775 -0.4794
H 14.791941 6.394401 6.458990 0.1676 0.2796 -0.1100
H 13.719066 5.864913 8.948024 0.7209 -0.9132 -0.1222
H 12.259365 8.592869 6.565327 0.3538 -0.5303 -0.9014
C 9.843138 13.538095 16.062095 0.3222 -0.7641 1.5684
C 11.115251 14.294151 16.364430 0.9880 -0.4295 -1.0961
O 11.038703 15.555388 15.716820 0.8422 0.8192 1.4195
O 9.610355 13.574645 14.695491 -0.0743 -0.4508 -1.2135
H 8.967828 14.041167 16.507455 0.3686 -0.3370 0.1099
H 10.002128 12.499357 16.484117 -0.6021 0.7947 -0.4807
H 11.994858 13.656150 16.037511 -0.7884 0.6929 -0.3065
H 11.370837 14.435908 17.413017 -0.6486 0.3676 0.1888
H 10.895456 15.509705 14.777607 -0.1830 -0.7477 -0.3824
H 10.333588 13.132761 14.216993 -0.2162 -0.0236 0.1358
C 14.999476 4.474286 11.588508 0.9000 -0.3985 -0.0305
C 13.493880 4.730350 11.579633 0.0847 0.1613 -1.1202
O 13.049058 5.814523 10.673691 -0.0010 0.4557 2.4683
O 15.585058 4.258652 10.329960 0.1568 -0.9099 -0.1178
H 15.250222 3.522340 12.125439 -0.7020 0.7621 -0.0322
H 15.603939 5.246398 12.071778 -0.5012 0.3875 0.3940
H 13.178824 5.015508 12.576596 -0.1827 -0.3109 0.2696
H 13.002288 3.819431 11.211309 -0.0179 0.1973 0.3180
H 12.673939 6.477054 11.342545 0.5073 -0.8453 -1.4833
H 15.322231 4.897920 9.671912 -0.2717 0.5371 -0.3875
C 15.862148 8.786583 11.823437 0.2965 0.4644 0.6170
C 16.615456 9.997484 11.344043 -2.1117 0.1641 -0.6243
O 16.264282 11.184329 12.061744 1.2909 -0.5737 -0.4008
O 15.917038 8.701889 13.239402 -0.0412 -0.3907 0.6208
H 16.260917 7.924275 11.290899 0.2926 -0.3961 0.6251
H 14.830289 8.810716 11.572615 -1.1194 0.3790 -0.6943
H 16.384302 9.998943 10.264694 0.1183 0.7427 0.0627
H 17.645272 9.838359 11.438408 1.5953 0.0133 0.4088
H 15.322811 11.287451 12.078171 -1.0901 0.1167 -0.2236
H 15.553189 9.538725 13.597347 0.4969 -0.4970 -0.5006
C 10.339991 7.142202 12.986943 0.5320 -0.0752 0.2693
C 9.759899 7.684568 14.286360 2.5175 0.3907 1.2323
O 10.605117 7.409078 15.484880 0.9914 -0.6632 -1.8017
O 11.781214 7.394715 12.961220 -1.0340 -0.9317 -0.6570
H 9.802156 7.582551 12.123957 0.4660 -0.0847 0.3344
H 10.214504 6.044629 12.930143 0.1995 0.4918 0.1028
H 8.816856 7.265778 14.466003 -1.4006 -0.8451 0.3278
H 9.623139 8.760966 14.282566 0.1265 0.2715 -0.4181
H 11.567707 7.190040 15.206562 -2.2480 0.8574 0.2396
H 11.910493 8.280669 12.629981 -0.0052 0.8106 -0.0281
```
Positions in Å, forces in eV/Å.

=====

| no. | electronic energy (eV) | largest force on an atom (eV/A) |
| --- | --- | --- |
| 1 | -198890.4387 | 1.35 |
| 2 | -75729.3107 | 2.83 |